This record from OMol25 describes a cluster of 3 separate species, C20H35F3N3O2 in total. The level of theory is wB97M-V/def2-TZVPD.

Atoms and positions in Å:
H (5.1035, -1.4939, -0.9902)
H (7.9487, -0.4906, -1.8569)
H (-8.9339, 4.1372, 0.7585)
O (1.5036, -1.4310, 1.7654)
H (-5.0141, 1.7156, 1.3547)
C (7.3097, -1.2088, -2.3979)
C (-5.9086, 0.3709, -0.0502)
H (7.1379, -1.5311, 1.2831)
H (-6.6791, -0.3993, -0.0910)
H (-0.6571, -1.9433, -0.6422)
F (3.4768, 0.3765, -0.4233)
H (5.5860, -2.8831, -0.0688)
H (9.5335, -1.7706, -0.8912)
H (-2.3293, 2.3105, 1.2351)
F (2.0884, 1.3922, 0.9091)
H (-8.7816, 0.0937, 0.1210)
C (0.1927, -1.4868, 1.9311)
H (-7.7025, 5.2411, 0.1633)
H (8.9899, -2.0900, -3.4783)
C (-1.0489, -1.0209, -0.2376)
C (7.9561, -3.2546, -1.2124)
H (-2.1549, -0.5237, -1.9884)
C (-8.3550, 1.6038, 1.6543)
H (6.9876, -0.1543, 0.1791)
C (-6.9620, 3.2467, 0.4775)
C (-1.9780, 1.3772, 0.8161)
O (-0.2882, -2.1676, 2.8126)
N (-7.0305, 2.1469, 1.4202)
C (-9.1395, 1.0688, 0.4472)
H (7.4120, -2.3314, -4.2440)
H (-2.9857, 1.6271, -1.0617)
H (-9.0876, 1.7501, -0.4034)
C (6.4698, -1.0264, 0.5833)
H (8.9475, -2.5120, 0.5982)
H (-7.1758, 2.9386, -0.5593)
H (-8.2572, 0.8122, 2.4013)
C (-1.8870, -0.2117, -0.9881)
F (3.5511, 0.0569, 1.7734)
H (-5.9947, 0.4842, 2.0977)
C (-7.8796, 4.4048, 0.8413)
H (5.6169, -0.6528, 1.1468)
H (-5.9297, 3.6062, 0.4810)
C (5.9684, -1.9636, -0.5177)
H (8.3211, -3.7362, -2.1246)
H (6.4015, -0.6639, -2.6662)
N (1.9249, -0.9481, 0.4509)
N (6.9012, -2.3320, -1.5794)
H (-6.0114, 1.0081, -0.9301)
H (-10.1932, 0.9583, 0.7136)
C (8.0221, -1.6266, -3.6769)
C (-2.3449, 0.9918, -0.4628)
H (9.9898, -3.4229, -0.4883)
C (9.1703, -2.7005, -0.4506)
H (-0.8463, 0.8454, 2.5706)
H (-4.9422, -0.1300, -0.1232)
C (-0.6746, -0.6369, 1.0452)
H (8.2036, -0.7495, -4.3006)
H (7.4997, -4.0570, -0.6273)
C (-5.9594, 1.1753, 1.2517)
C (2.7106, 0.1316, 0.6822)
C (-1.1453, 0.5588, 1.5713)
H (-8.9586, 2.3784, 2.1351)
H (-7.6880, 4.7423, 1.8608)

Computed properties:
Spin multiplicity: 1
HOMO-LUMO gap: 6.933 eV
Max |F|: 0.51 eV Å⁻¹
Net charge: -1
Electronic energy: -38025.4955 eV
Highest occupied orbital energy: -0.1634 Eh

natural (NBO) population analysis, charges in e, atoms 1 to 4: 0.22, 0.15, 0.20, -0.39


This record from OMol25 describes a cluster of 4 separate species, C20H35F9NO5S in total. The level of theory is wB97M-V/def2-TZVPD.

Atoms and positions in Å:
H (-2.8331, -1.3388, 2.2638)
H (5.7362, 4.6863, 3.1331)
H (0.4447, -1.8784, -3.0291)
H (-0.2652, -0.9937, -4.9093)
C (1.3797, 3.4236, -0.5468)
H (4.7374, 3.5905, 4.1119)
C (3.2468, 2.0484, -0.7867)
H (-1.7809, -1.5258, 3.6827)
C (-4.2818, -2.8393, -5.9464)
H (0.3933, -0.1117, -2.5199)
H (-5.5909, -2.8692, 3.8527)
H (5.6556, 5.0021, 5.8499)
C (-2.5001, -3.4037, 2.8345)
C (1.1551, -2.2443, -0.3338)
C (3.0290, 6.0106, 4.0700)
H (4.0080, 2.4138, 1.2306)
H (0.3134, 3.1877, -0.5219)
H (-4.1891, -2.5677, -7.0714)
C (-2.6534, -1.9328, 3.1660)
H (-4.2218, -0.8787, -5.4199)
F (2.5429, -4.0788, 0.6283)
H (-2.1311, -0.1000, -2.6382)
C (-2.2923, -1.5652, -5.6425)
C (3.6869, 5.8710, 5.4284)
F (1.2334, -1.9864, 1.0812)
H (3.2273, 5.0463, 5.9833)
O (2.0542, 2.5175, -1.4304)
H (-2.3858, -1.0044, -6.6536)
H (4.0122, 3.8239, 0.1587)
H (5.6597, 6.4127, 4.7787)
C (-1.3601, -0.7065, -4.6612)
C (3.4585, 2.9204, 0.4352)
C (4.8974, 4.6371, 3.8316)
F (1.5995, -5.7216, -0.7494)
C (-1.6171, -1.0342, -3.0813)
H (3.6091, 6.7755, 6.0342)
H (-1.9936, -3.5760, 1.8834)
H (-3.7106, -3.8249, -5.8176)
O (-6.7129, -2.2057, -6.2071)
H (-4.0355, -4.9586, 3.0170)
F (2.2812, -1.5524, -0.8874)
H (3.0860, 1.0023, -0.5054)
C (-0.1630, -1.1154, -2.4082)
F (0.1668, -4.4648, 0.5640)
F (2.5759, -3.7998, -1.6774)
F (0.2890, -4.1620, -1.8532)
H (-4.3735, -3.5488, 4.9542)
H (-2.2497, -1.9753, -2.9590)
H (-1.4163, 0.4311, -4.8387)
H (-4.4252, -3.6299, 1.9124)
H (1.5042, 4.4362, -0.9463)
N (-3.7002, -1.7234, -5.1238)
H (-1.9285, -3.9062, 3.6223)
F (-0.2889, -0.2996, -0.1290)
C (5.1065, 5.5087, 5.0542)
H (3.1531, 7.0235, 3.6713)
H (1.9630, 5.7736, 4.0933)
C (2.0397, 3.2841, 0.8106)
F (-1.4062, -2.2497, -0.5016)
H (4.0847, 2.0962, -1.4865)
O (-3.8101, -1.8160, 4.0068)
S (1.3272, -4.0846, -0.5587)
H (-1.8271, -2.5835, -5.8971)
C (-5.8537, -2.9719, -5.6478)
C (-4.5235, -3.0597, 3.9851)
O (3.7055, 5.1059, 3.1866)
C (-3.9340, -3.8836, 2.8573)
C (-0.2026, -1.5613, -0.8458)
H (1.5800, 2.4600, 1.3666)
O (-6.2491, -3.9435, -4.7234)
H (1.9640, 4.1886, 1.4158)

Computed properties:
Spin multiplicity: 1
HOMO-LUMO gap: 4.081 eV
Max |F|: 5.96 eV Å⁻¹
Net charge: -1
Electronic energy: -68323.0191 eV
Highest occupied orbital energy: -0.1400 Eh

Mulliken population analysis, charges in e, atoms 1 to 4: 0.23, 0.26, 0.34, 0.31


This record from OMol25 describes a structure of composition C20H35N5O4S3Si2TcTe. The level of theory is wB97M-V/def2-TZVPD.

Atoms and positions in Å:
C (-2.2331, -2.8198, -4.4108)
C (-1.6419, -2.6224, 1.1939)
N (2.0937, 3.0321, -0.3660)
H (-2.4919, -2.9751, 0.6051)
C (-2.9777, -0.9091, 3.3124)
C (-2.5531, 0.2228, 0.4569)
H (0.3575, 0.0630, 1.3429)
H (-1.4499, -2.3419, -5.0024)
H (-3.4255, -5.1676, -2.4115)
S (-0.7318, 3.9290, 0.6542)
H (3.8020, 1.2032, 1.7411)
H (-3.5350, -0.1272, 0.1313)
H (-2.6678, 1.2529, 0.8029)
H (-3.9575, -1.3205, 3.0622)
C (-3.1855, 4.5529, 1.6812)
C (-0.6585, -2.3039, -1.8945)
H (-2.9700, -2.0624, -4.1374)
C (5.3398, -4.0528, 2.2873)
C (-2.8715, -4.4172, -1.8424)
Te (0.0336, -3.0642, -0.0321)
O (3.5489, 5.1548, 0.7562)
N (2.2816, 0.9301, 0.2111)
C (0.6612, 1.3774, -1.6177)
S (3.3571, -2.1446, -0.7604)
C (3.1585, 1.6423, 0.9994)
Tc (1.8117, -1.0631, 0.4269)
C (4.9975, -3.6417, 0.9579)
C (-1.7283, 4.9917, 1.6839)
C (1.4781, 4.2437, -0.9403)
H (0.1279, 5.8248, -0.4470)
N (5.5595, -4.3817, 3.3657)
H (-1.9030, 0.2599, -0.4209)
H (-0.1799, 0.7103, 2.8160)
N (3.7583, 4.0501, 1.2238)
H (-3.7538, 5.2314, 2.3147)
H (-1.2744, 4.9336, 2.6733)
H (0.2248, -1.9595, -2.4385)
H (-3.2983, 3.5452, 2.0811)
H (-1.6054, 6.0062, 1.3012)
H (2.2655, 4.9072, -1.2796)
C (5.7268, -4.1707, -0.1555)
H (-2.4765, -4.9328, -0.9621)
H (1.1526, 5.3406, 0.9202)
H (0.4110, -0.9493, 2.8907)
O (-0.1302, 2.8862, 1.4678)
C (3.0242, 2.9397, 0.6560)
C (-0.2279, -4.9321, -3.3432)
H (-0.2974, 1.8699, -1.4492)
H (-2.5497, -1.5205, 4.1088)
O (-1.4870, 3.5039, -0.5037)
Si (-1.8807, -0.8436, 1.8230)
S (2.9461, -2.0406, 1.9819)
H (0.2367, -5.3760, -2.4590)
H (-0.6640, -5.7540, -3.9153)
H (-2.7330, -3.5444, -5.0579)
H (1.0099, 1.6082, -2.6257)
H (-1.5277, -3.3093, 2.0364)
H (-3.5966, -3.6673, -1.5168)
H (-1.3125, -1.4580, -1.6790)
C (-0.1563, -0.2433, 2.2830)
C (1.6628, 1.7896, -0.6027)
H (-3.1351, 0.0954, 3.7115)
C (0.5909, 4.9778, 0.0605)
N (6.3163, -4.5716, -1.0561)
C (3.9923, -2.7727, 0.7584)
H (0.5119, 0.2923, -1.5648)
H (-3.6029, 4.5794, 0.6773)
H (0.5596, -4.4927, -3.9595)
O (4.5227, 3.7695, 2.1158)
Si (-1.5411, -3.6858, -2.9238)
H (0.8916, 3.9224, -1.7980)

Computed properties:
Spin multiplicity: 2
HOMO-LUMO gap (alpha / beta): 6.373 / 6.890 eV
Max |F|: 0.24 eV Å⁻¹
Net charge: +2
Electronic energy: -94683.6517 eV
Highest occupied orbital energy (alpha / beta): -0.5549 / -0.5583 Eh

Mulliken population analysis, charges in e, atoms 1 to 4: -1.04, -0.70, 0.24, 0.29


This record from OMol25 describes a structure of composition C20H36BClF3N2O10PS5. The level of theory is wB97M-V/def2-TZVPD.

Atoms and positions in Å:
H (-3.5764, -0.8131, 3.1964)
C (1.7072, -1.2165, 0.2883)
O (-2.1376, -0.2729, 5.6858)
O (-0.5233, -5.6574, -5.5485)
H (6.5382, -1.7369, -0.6153)
N (4.4701, -3.4902, -0.1846)
O (-1.9918, -4.1919, -4.1916)
P (0.6155, 0.9391, -1.0944)
C (3.0282, -0.4874, -1.6582)
H (-1.9900, -4.5263, -7.6839)
H (-2.9575, 4.9119, -1.2391)
H (-3.5630, -2.2158, 4.3019)
H (-0.1959, -0.6684, 4.0979)
H (2.4106, -2.8863, -4.2211)
H (1.2172, 4.8699, -1.1265)
O (5.1720, -2.2716, -3.6189)
H (1.6136, 4.9153, 0.6169)
O (-4.1359, 1.1245, 5.2051)
H (-2.9464, -0.5286, 8.0889)
H (-3.4369, 6.3914, 0.7224)
S (-1.3394, -4.4886, -5.4293)
C (1.8850, -0.3504, -0.7622)
O (-1.0756, 3.8725, 0.1099)
Cl (-1.0064, -1.2761, 0.6553)
C (3.3710, 0.4779, -2.7705)
H (-3.1211, 7.8166, -0.2581)
C (-2.6572, 5.9604, -1.2509)
C (-0.2949, 0.1192, 3.3622)
C (-2.5189, -4.4791, -6.7360)
C (0.4110, -2.6233, -4.9562)
B (5.2425, -1.7929, -2.3584)
C (0.8385, -0.0074, 2.3559)
H (-5.0714, -1.2799, 4.0510)
S (-0.6591, 5.2365, 0.2388)
H (-0.1815, 1.0483, 3.9118)
C (0.6443, -1.1585, 1.3570)
O (-0.5150, -3.2191, -5.8982)
H (-1.2763, 0.1409, 2.9097)
C (1.6884, -3.4265, -4.8291)
H (6.0575, -2.3020, -3.9940)
S (3.8527, -4.2104, 1.0925)
C (-3.4851, 6.7898, -0.2901)
C (-3.9875, -1.2341, 4.1117)
F (2.6349, 1.5779, -2.8360)
H (-4.2278, 1.6039, 7.8193)
H (1.3043, 2.1436, -1.2816)
S (-0.4294, 0.5194, -2.7022)
S (-3.5411, -0.1550, 5.4283)
H (7.4445, -2.0804, -2.0792)
H (-4.4229, -1.3632, 8.5514)
C (6.6327, -1.4850, -1.6692)
H (0.6235, -1.6318, -5.3497)
H (-2.7800, 6.3251, -2.2683)
C (1.0435, 5.3820, -0.1836)
H (-4.5240, 0.9304, 9.4250)
N (2.5933, -3.2444, 1.3827)
H (1.5027, -4.3944, -4.3631)
C (3.9176, -1.5205, -1.5059)
H (1.7270, -0.2999, 2.9155)
C (-4.6666, 0.7646, 8.3570)
F (3.2994, -0.1209, -3.9637)
C (-4.0282, -0.5480, 7.9484)
O (-4.3314, -0.9079, 6.5847)
H (-0.2191, 1.1336, -0.0013)
H (-5.7342, 0.7553, 8.1386)
C (2.6210, -2.3050, 0.4448)
O (-1.2399, 6.0593, -0.9854)
H (2.1248, -3.6137, -5.8106)
C (3.6997, -2.4346, -0.4565)
H (1.0922, 0.9298, 1.8755)
H (6.8512, -0.4209, -1.7125)
F (4.6436, 0.8941, -2.6250)
H (-0.0793, -2.4900, -3.9911)
H (-4.5280, 6.7924, -0.6069)
H (1.2953, 6.4361, -0.2589)
H (-3.1144, -3.5736, -6.6633)
H (0.7434, -2.0512, 1.9557)
O (-0.9027, 5.9491, 1.4524)
H (-3.1452, -5.3591, -6.6092)

Computed properties:
Spin multiplicity: 1
HOMO-LUMO gap: 7.103 eV
Max |F|: 1.81 eV Å⁻¹
Net charge: 0
Electronic energy: -129596.3635 eV
Highest occupied orbital energy: -0.3088 Eh

Mulliken population analysis, charges in e, atoms 1 to 4: 0.34, -0.44, -0.62, -0.62


- Which formula does entry 1 have?
  C20H35F3N3O2


- The highest max |F| belongs to which entry?
  C20H35F9NO5S